Here is a 3-piece molecular cluster, C2H8O2 overall in a non-equilibrium geometry from the OMol25 dataset. Energies are from ωB97M-V with the def2-TZVPD basis set.

structure (SMILES)	C=C.O.O
HOMO energy	-0.389	Eh
orbital gap	11.09	eV
ΔE to the lowest compared entry with this formula, charge and spin	34.2	kcal per mole
LUMO energy	0.51	eV

Last column: natural (NBO) charge in e.
Positions of all 12 atoms, in Å:
C1 0.2138 0.4435 -2.3759  -0.389
C2 -0.1229 1.1846 -1.2970  -0.397
H1 1.1263 0.6984 -3.0089  0.203
H2 -0.0753 -0.5682 -2.6450  0.194
H3 0.2334 2.2456 -1.1993  0.198
H4 -0.7448 1.0616 -0.5018  0.190
H5 1.1808 -0.9677 1.6763  0.464
H6 1.8581 0.1151 1.0628  0.456
O1 1.8182 -0.2448 1.9081  -0.919
H7 -1.3591 -0.8557 0.3765  0.463
H8 -2.6292 -1.5225 0.9248  0.471
O2 -1.8351 -1.0021 1.2609  -0.934



Here is a 2-piece molecular cluster, C2H8O2P2S overall in a non-equilibrium geometry from the OMol25 dataset. Energies are from ωB97M-V with the def2-TZVPD basis set.

structure (SMILES)	OP(O)#[PH2].CC=S
HOMO energy	-0.299	Eh
orbital gap	8.05	eV
ΔE to the lowest compared entry with this formula, charge and spin	17.0	kcal per mole
LUMO energy	-0.08	eV

Last column: natural (NBO) charge in e.
Positions of all 15 atoms, in Å:
C1 1.9569 -0.2476 0.3682  -0.725
C2 1.3739 0.5088 -0.7136  -0.216
O1 -2.2075 0.6936 -1.1558  -1.009
O2 -0.5396 -1.1886 -0.7269  -1.011
P1 -1.3017 0.1682 1.6668  -0.090
P2 -2.0008 -0.6992 -0.2616  1.121
S1 0.6556 1.9406 -0.4967  -0.035
H1 2.1619 -1.2155 -0.0636  0.231
H2 1.4561 -0.0672 1.3857  0.269
H3 2.9150 0.3028 0.5985  0.259
H4 1.6044 0.4439 -1.7695  0.209
H5 -1.4011 1.0377 -1.5316  0.498
H6 -0.5199 -1.6832 -1.5161  0.500
H7 -1.6750 -0.9078 2.4967  -0.008
H8 -2.4781 0.9135 1.7196  0.007



Here is a 2-piece molecular cluster, C2H8O2Si overall in a non-equilibrium geometry from the OMol25 dataset. Energies are from ωB97M-V with the def2-TZVPD basis set.

structure (SMILES)	O=[SiH2].CCO
HOMO energy	-0.372	Eh
orbital gap	9.71	eV
ΔE to the lowest compared entry with this formula, charge and spin	113.5	kcal per mole
LUMO energy	-0.42	eV

Last column: natural (NBO) charge in e.
Positions of all 13 atoms, in Å:
C1 -0.1630 0.9499 0.2157  -0.671
C2 -0.3503 -0.5038 -0.2368  -0.058
O1 2.9213 0.4574 0.8785  -1.152
O2 0.6123 -0.7220 -1.2092  -0.714
Si1 3.8073 -0.6593 0.3658  1.641
H1 0.7760 1.2729 0.6553  0.247
H2 -0.1354 1.7280 -0.6004  0.196
H3 -0.9623 1.1550 0.9497  0.209
H4 -1.4698 -0.5078 -0.5152  0.156
H5 -0.0898 -1.1595 0.5557  0.171
H6 0.9348 0.1090 -1.3819  0.465
H7 3.9749 -1.1016 -0.9956  -0.242
H8 4.7957 -1.3745 1.1467  -0.249



Here is a 2-piece molecular cluster, C2H8O3 overall in a non-equilibrium geometry from the OMol25 dataset. Energies are from ωB97M-V with the def2-TZVPD basis set.

structure (SMILES)	COCO.O
HOMO energy	-0.381	Eh
orbital gap	10.98	eV
ΔE to the lowest compared entry with this formula, charge and spin	20.3	kcal per mole
LUMO energy	0.62	eV

Last column: natural (NBO) charge in e.
Positions of all 13 atoms, in Å:
O1 -0.0623 2.3605 1.7678  -0.750
O2 -1.0774 0.6477 0.5779  -0.521
C1 0.0000 0.0000 0.0000  -0.256
C2 -0.8182 1.1432 1.8795  0.232
H1 0.0014 2.8104 2.6361  0.480
H2 0.9950 0.4127 0.2374  0.179
H3 -0.1268 -0.0044 -1.0957  0.194
H4 -0.0452 -1.0404 0.3636  0.162
H5 -0.2810 0.4824 2.5868  0.122
H6 -1.7963 1.3962 2.3320  0.157
O3 1.8292 1.6112 4.6980  -0.946
H7 1.7315 0.9975 3.9351  0.471
H8 2.7323 1.4328 5.0457  0.475



Here is a 2-piece molecular cluster, C2H8O3Si overall in a non-equilibrium geometry from the OMol25 dataset. Energies are from ωB97M-V with the def2-TZVPD basis set.

structure (SMILES)	CO[SiH]=O.CO
HOMO energy	-0.362	Eh
orbital gap	10.22	eV
ΔE to the lowest compared entry with this formula, charge and spin	46.8	kcal per mole
LUMO energy	0.38	eV

Last column: natural (NBO) charge in e.
Positions of all 14 atoms, in Å:
C1 -1.9358 -0.4826 1.5574  -0.256
C2 2.8098 0.2607 -0.1694  -0.259
O1 -0.3774 1.6615 -0.3530  -1.228
O2 -2.4000 -0.0237 0.3519  -0.891
O3 1.5278 -0.2098 0.4510  -0.766
Si1 -1.6574 0.9488 -0.6346  2.030
H1 -2.2380 -1.5540 1.6608  0.189
H2 -2.4502 0.1128 2.2959  0.180
H3 -0.8629 -0.3760 1.8060  0.204
H4 3.5049 0.4784 0.6862  0.173
H5 2.6598 1.0814 -0.8072  0.181
H6 3.1753 -0.6283 -0.7816  0.176
H7 0.9696 0.5307 0.4440  0.487
H8 -2.6144 1.1887 -1.7991  -0.221



Here is a 3-piece molecular cluster, C2H8O4 overall in a non-equilibrium geometry from the OMol25 dataset. Energies are from ωB97M-V with the def2-TZVPD basis set.

structure (SMILES)	CC(=O)O.O.O
HOMO energy	-0.393	Eh
orbital gap	11.20	eV
ΔE to the lowest compared entry with this formula, charge and spin	6.4	kcal per mole
LUMO energy	0.50	eV

Last column: natural (NBO) charge in e.
Positions of all 14 atoms, in Å:
O1 0.0039 0.1226 0.7133  -0.657
C1 0.0917 -0.1568 -0.4658  0.809
O2 1.2871 -0.4231 -1.0197  -0.690
C2 -1.0161 -0.6286 -1.3631  -0.730
H1 1.9355 -0.2882 -0.2881  0.517
H2 -0.7135 -0.3634 -2.3803  0.237
H3 -0.9591 -1.7106 -1.3494  0.245
H4 -2.0024 -0.2515 -1.1278  0.251
H5 2.4118 -0.0104 1.7361  0.492
H6 3.6075 0.9087 1.4194  0.489
O3 3.0892 0.1759 1.0733  -0.960
H7 -1.8344 1.0969 1.0893  0.489
H8 -3.1301 0.3310 1.1043  0.461
O4 -2.7709 1.1975 0.8587  -0.954



Here is C2H8O4 as an isolated structure in a non-equilibrium geometry from the OMol25 dataset. Energies are from ωB97M-V with the def2-TZVPD basis set.

HOMO energy	-0.374	Eh
orbital gap	10.70	eV
ΔE to the lowest compared entry with this formula, charge and spin	34.2	kcal per mole
LUMO energy	0.52	eV

Last column: natural (NBO) charge in e.
Positions of all 14 atoms, in Å:
H1 0.1831 1.3811 0.4218  0.489
O1 -0.5214 2.4037 0.0576  -0.861
O2 0.5710 0.2874 0.7459  -0.730
H2 -0.5150 1.9285 -0.8005  0.521
H3 -1.2399 1.8660 0.4889  0.516
C1 -0.3963 -0.5727 0.5268  0.787
O3 -1.4201 -0.1109 -0.0144  -0.718
C2 -0.2623 -1.9076 1.1379  -0.736
H4 0.4952 -2.2596 1.8177  0.245
H5 -1.2217 -2.1848 1.6127  0.246
H6 -0.0765 -2.5696 0.2555  0.237
O4 1.2976 1.0141 -2.1140  -0.933
H7 2.0380 0.5753 -1.6402  0.472
H8 1.0682 0.1491 -2.4957  0.465



Here is a 3-piece molecular cluster, C2H8O4 overall in a non-equilibrium geometry from the OMol25 dataset. Energies are from ωB97M-V with the def2-TZVPD basis set.

structure (SMILES)	CC(=O)O.O.O
HOMO energy	-0.368	Eh
orbital gap	10.61	eV
ΔE to the lowest compared entry with this formula, charge and spin	32.0	kcal per mole
LUMO energy	0.58	eV

Last column: natural (NBO) charge in e.
Positions of all 14 atoms, in Å:
H1 0.2509 -1.1286 0.6644  0.489
O1 0.8603 -2.0603 -0.0530  -0.892
O2 -0.2844 -0.3507 1.2995  -0.714
H2 1.3335 -1.5418 -0.7451  0.550
H3 1.3682 -2.4764 0.5742  0.496
C1 -0.7222 0.4106 0.3540  0.824
O3 -0.1232 0.6169 -0.6939  -0.714
C2 -2.0571 1.1399 0.7550  -0.717
H4 -1.7037 2.1139 1.0425  0.232
H5 -2.6413 1.0519 -0.0874  0.223
H6 -2.6785 0.6537 1.5727  0.224
O4 2.2687 0.0419 -1.5651  -0.979
H7 1.4298 0.6221 -1.7074  0.507
H8 2.6992 0.9069 -1.4105  0.472



Here is a 2-piece molecular cluster, C2H8OS overall in a non-equilibrium geometry from the OMol25 dataset. Energies are from ωB97M-V with the def2-TZVPD basis set.

expectation value of S²	0.751
multiplicity	2
total charge	-1
HOMO energy (alpha / beta)	0.038 / -0.197	Eh
orbital gap (alpha / beta)	2.38 / 9.28	eV
ΔE to the lowest compared entry with this formula, charge and spin	21.9	kcal per mole
LUMO energy (alpha / beta)	3.42 / 3.92	eV

Last column: natural (NBO) charge in e.
Positions of all 12 atoms, in Å:
C1 1.0127 -0.6507 0.1102  -0.719
C2 0.1027 0.5743 0.3747  -0.704
S1 0.1157 1.6112 1.8989  -0.359
H1 1.2524 -1.1800 1.0452  0.194
H2 2.0156 -0.5306 -0.3317  0.211
H3 0.3762 -1.4829 -0.4627  0.205
H4 0.4532 1.3645 -0.3455  0.194
H5 -0.9865 0.2532 0.3636  0.237
H6 0.9073 1.2535 2.9310  0.109
H7 -1.1109 -0.6469 -1.5468  0.430
H8 -2.1274 0.1858 -2.2171  0.314
O1 -2.0109 -0.7514 -1.8197  -1.112